[1]
# C40H27ClN2O4PTl

C40H27ClN2O4PTl as an isolated structure (the ωB97M-V functional and the def2-TZVPD basis, the OMol25 dataset).

The geometry in XYZ format:
```
76
Properties=species:S:1:pos:R:3:forces:R:3:mulliken_charge:R:1
Tl 0.2812 0.9686 1.5543 -0.3 0.1 0.0 1.01
Cl 0.5284 -3.0206 -0.6785 0.0 0.1 -0.1 -0.17
P 0.4099 0.0892 -1.5261 0.6 -0.4 -0.4 0.68
O -6.0436 4.9668 3.3898 0.1 0.2 0.0 -0.75
O -1.2392 1.5404 -0.5125 -0.1 0.1 0.2 -0.15
O -2.6063 2.9016 -1.6434 0.0 0.0 0.0 -0.79
O -6.0732 5.3953 1.1714 0.1 0.2 0.1 -0.73
N 1.2340 -1.6386 2.4066 0.3 0.0 -0.1 0.01
N -1.8653 2.7418 1.8074 -0.1 0.0 0.1 -0.10
C 1.9145 -4.0152 3.6721 0.1 0.0 -0.1 -1.01
C 0.4136 -2.1571 3.2813 -0.2 0.0 0.2 0.68
C -3.4804 3.8639 3.1693 0.1 -0.1 0.0 -0.76
C -1.3572 -0.5999 2.4916 0.0 0.3 -0.2 -0.06
C -1.9815 -0.8525 -2.5212 -0.1 0.0 0.1 -0.51
C -2.1317 2.4481 -0.5988 0.1 0.0 0.0 -0.46
C 2.6695 -3.3525 -2.2390 0.0 0.0 -0.1 -0.62
C -4.2672 4.1566 2.0620 0.2 0.1 0.0 0.28
C 1.6943 -1.1110 -2.2645 -0.1 0.1 0.1 -0.14
C 3.2371 -1.6721 1.1225 0.0 0.0 0.1 0.24
C 2.4047 -2.2588 2.1104 0.0 0.2 -0.1 -0.80
C 4.4126 -2.2685 0.7683 0.1 -0.1 0.0 -0.33
C -2.2921 3.1753 2.9921 0.0 0.1 0.0 -0.27
C 2.8074 -3.4619 2.7172 0.0 -0.1 0.1 1.40
C 0.7453 -3.3859 3.9478 -0.1 0.1 0.0 -0.83
C 2.6630 -0.7799 -3.2174 0.0 0.1 -0.1 -0.12
C -0.9120 -1.4870 3.4786 0.2 -0.5 0.1 0.34
C -2.7054 -0.2348 2.5677 -0.1 0.1 0.1 -0.08
C 2.5769 1.8586 -1.5966 0.0 0.0 0.0 -0.26
C 0.5489 2.7274 -2.5332 0.0 0.0 -0.1 -0.98
C 1.7220 -2.4290 -1.8158 -0.1 -0.2 0.1 0.64
C 3.6270 -2.9791 -3.1667 -0.1 0.0 0.0 -0.55
C -2.9405 -1.1503 -3.4795 0.0 0.0 0.0 -0.60
C -5.5838 4.9456 2.2260 -0.4 -0.5 -0.1 0.40
C 3.2013 3.0822 -1.7923 0.0 0.0 0.0 -0.71
C -0.8146 -0.1798 -2.8694 -0.1 0.0 0.1 0.44
C 1.1718 3.9542 -2.7270 0.0 0.0 0.0 -0.78
C -2.7484 -0.7646 -4.7988 0.1 0.0 0.0 -0.50
C 3.6143 -1.6838 -3.6685 -0.1 0.0 0.1 -0.84
C 4.0352 -4.0582 2.3400 -0.1 0.0 0.0 -0.81
C -3.5469 -0.6497 3.5945 0.1 0.0 0.0 -0.80
C -3.8127 3.7187 0.8228 0.0 0.1 0.0 -0.52
C 2.4999 4.1354 -2.3651 0.0 0.0 0.0 -0.55
C -0.6296 0.2037 -4.1941 0.1 0.0 0.0 -0.07
C -1.5910 -0.0816 -5.1534 0.0 0.0 0.0 -0.70
C -3.0354 -1.4223 4.6348 0.1 0.0 -0.1 -0.69
C -2.6250 3.0010 0.7392 0.0 0.0 0.0 0.52
C 4.8226 -3.4760 1.3867 0.0 0.1 -0.1 -0.63
C -1.7190 -1.8506 4.5667 0.0 0.0 0.0 -0.79
C 1.2517 1.6569 -1.9822 -0.1 0.1 0.0 0.98
H 2.8953 -0.7532 0.6602 0.0 0.0 0.0 0.03
H -0.5038 2.6138 -2.7701 0.0 0.0 0.0 0.30
H -1.6525 2.9424 3.8400 0.0 0.0 0.0 0.39
H 0.2701 0.7366 -4.4812 0.0 0.0 0.0 0.27
H 0.0448 -3.8260 4.6420 0.0 0.0 0.0 0.26
H 5.7590 -3.9375 1.0977 0.0 0.0 0.0 0.38
H -3.5029 -0.9818 -5.5455 0.0 0.0 0.0 0.36
H 5.0298 -1.8225 -0.0022 0.0 0.0 0.0 0.43
H -1.3215 -2.4441 5.3837 0.0 -0.1 0.0 0.31
H -1.4386 0.2344 -6.1788 0.0 0.0 0.0 0.39
H -3.8205 4.1724 4.1488 0.0 0.0 0.0 0.41
H -4.5860 -0.3385 3.6056 0.0 0.0 0.0 0.41
H 4.3361 -4.9858 2.8158 0.0 0.0 0.0 0.35
H 3.1282 1.0512 -1.1261 0.0 0.0 0.0 0.27
H 0.6020 4.7772 -3.1406 0.0 0.0 0.0 0.43
H 2.1646 -4.9554 4.1532 0.0 0.0 0.0 0.38
H -3.1145 0.4255 1.8090 0.0 0.0 0.0 0.45
H 2.9784 5.0976 -2.5050 0.0 0.0 0.0 0.37
H 4.3718 -3.6945 -3.4941 0.0 0.0 0.0 0.39
H 2.6467 -4.3546 -1.8317 0.0 0.0 0.0 0.46
H -3.6545 -1.6874 5.4841 0.0 0.0 0.0 0.34
H -2.1440 -1.1176 -1.4825 0.0 0.0 0.0 0.39
H 4.3447 -1.3759 -4.4071 0.0 0.0 0.0 0.39
H 2.6771 0.2291 -3.6111 0.0 0.0 0.0 0.35
H -3.8461 -1.6687 -3.1897 0.0 0.0 0.0 0.41
H -4.3784 3.9362 -0.0713 0.0 0.0 0.0 0.54
H 4.2301 3.2166 -1.4802 0.0 0.0 0.0 0.41
```
Positions in Å, forces in eV/Å.

Calculated values
HOMO: -1.97 eV
energy: -79596.00666 eV
LUMO energy: 0.1400 Eh
max |F|: 0.82 eV/A
total charge: -2
M: 870.48 g mol⁻¹



[2]
# C40H28BrN9OSTc

C40H28BrN9OSTc as an isolated structure in a non-equilibrium geometry (the ωB97M-V functional and the def2-TZVPD basis, the OMol25 dataset).

The geometry in XYZ format:
```
81
Properties=species:S:1:pos:R:3:forces:R:3:mulliken_charge:R:1
Tc 0.2245 1.1880 0.1921 -0.9 0.2 0.3 0.10
Br -0.3465 -7.9876 -0.2522 0.0 0.0 0.0 -0.13
S 1.3258 2.5777 1.8048 0.0 -0.3 -0.5 -0.25
O -1.3049 2.0686 1.1898 0.0 -0.4 -0.2 -0.81
N 2.3110 3.1808 -0.6014 0.2 0.1 0.4 -0.73
N 3.5836 5.3854 0.5313 -0.2 0.0 -0.1 0.44
N 0.9426 -0.3018 1.4201 -0.4 0.1 0.0 -0.16
N -1.2438 -0.1612 0.9488 0.1 0.0 0.7 0.72
N -2.1008 -4.2963 4.2470 -0.3 1.3 -0.1 -0.85
N 3.0852 4.4342 1.2085 0.1 -0.3 -0.2 -0.90
N -0.8672 -0.0223 -1.6117 0.1 0.1 0.1 0.31
N -2.2181 -3.0525 4.2711 0.6 -0.9 -0.1 -0.32
N 1.6441 2.1119 -0.8759 0.1 -0.1 -0.6 0.51
C -0.8421 -6.1553 3.4198 0.3 -0.1 0.1 -0.03
C 1.5999 6.8434 -2.2650 0.0 0.1 -0.1 -0.63
C -1.8520 -5.8597 0.8529 -0.1 0.2 0.0 -0.75
C -3.2546 0.7650 2.0965 -0.1 0.5 0.0 -1.85
C -3.5570 -2.5764 -1.4946 0.0 0.0 0.0 -1.41
C -0.4999 -2.0316 2.5395 -0.1 0.0 0.2 -0.20
C 2.6021 -0.3622 -3.4588 0.0 -0.1 0.0 -0.72
C 2.3509 1.7867 -4.5207 0.0 0.0 -0.1 -0.59
C -1.4138 -0.6591 -3.8640 0.0 0.0 -0.1 -1.12
C 3.1889 6.0784 -0.6515 0.0 -0.1 -0.1 0.88
C 1.8794 -2.2863 2.2713 0.1 -0.1 0.1 -1.60
C -1.8114 -0.9327 -1.1920 0.1 0.1 -0.2 0.00
C 2.2505 3.5021 0.7027 -0.2 0.2 -0.1 0.58
C -2.5713 -1.7241 -2.0594 -0.1 -0.1 -0.1 1.12
C 2.0249 2.3639 -3.3038 -0.1 0.2 0.0 -0.41
C 3.8608 7.6734 -2.3105 0.0 0.1 -0.1 -0.59
C -2.0554 -0.6170 3.7204 -0.1 0.0 -0.1 -1.37
C -3.1634 -1.8448 2.2480 0.2 0.2 -0.1 -0.92
C -2.0349 -1.0339 0.1818 0.3 0.3 -0.1 -1.52
C 2.2662 0.2080 -2.2391 0.1 0.0 0.1 0.25
C -0.4161 -7.0022 2.4094 0.1 -0.1 0.2 -0.56
C -1.7121 -5.1116 3.1357 0.2 0.5 0.0 -0.37
C -1.0283 0.3034 3.0224 0.0 0.2 -0.1 -0.69
C -2.3267 -1.5808 -3.4452 -0.1 -0.1 0.0 -0.74
C 2.5838 7.6407 -2.8482 -0.1 0.0 0.0 -0.54
C 1.8939 6.0560 -1.1704 0.0 -0.1 0.2 -0.18
C -0.9182 -6.8428 1.1266 0.0 0.0 0.0 0.02
C 1.9719 1.5619 -2.1745 0.2 0.1 0.3 0.16
C 2.6399 0.4268 -4.6005 0.0 0.0 0.0 -0.66
C 4.1626 6.9023 -1.2037 0.2 -0.1 0.1 -0.54
C 0.6289 -2.7762 2.7144 0.0 0.0 -0.2 -0.33
C -0.3230 -0.6529 2.0120 -0.1 -0.3 -0.1 1.25
C -0.7121 0.1084 -2.9170 0.0 0.1 0.1 -0.11
C -2.9783 -1.8417 0.7461 -0.2 -0.2 0.3 0.03
C -3.7616 -2.6232 -0.1415 -0.1 0.0 0.0 -0.91
C -2.2369 -4.9862 1.8601 0.0 0.1 -0.2 0.55
C 1.9864 -1.0492 1.6006 0.3 -0.2 0.1 0.08
C -1.8246 0.9681 1.8265 0.2 -0.3 0.0 2.05
C -1.8775 -2.0755 3.1740 -0.1 -0.6 -0.4 2.14
C -3.3986 -0.4325 2.9497 0.1 0.0 -0.1 0.15
H -2.0849 -0.5422 4.8031 0.0 0.0 0.0 0.53
H -4.0522 1.3738 1.6862 0.1 -0.1 0.0 0.33
H 0.5913 6.8510 -2.6600 0.1 0.0 0.0 0.44
H 5.1594 6.9334 -0.7706 -0.1 0.0 -0.1 0.37
H 1.8061 3.4224 -3.2218 0.0 0.0 0.0 0.50
H -3.9500 -2.5370 2.5347 0.0 -0.1 0.0 1.09
H 2.3822 2.4006 -5.4123 0.0 0.0 0.0 0.43
H -4.3057 -0.4361 3.5473 0.0 0.0 0.0 0.72
H 1.1119 5.4789 -0.6985 0.0 -0.1 0.0 0.58
H 2.7725 -2.8800 2.4231 -0.1 0.1 0.0 0.47
H 0.6123 -3.7371 3.1989 -0.1 -0.2 0.1 0.64
H 2.9296 -0.6966 1.1955 0.0 -0.1 0.0 0.62
H -1.2158 -0.5007 -4.9167 0.0 0.0 0.1 0.47
H 2.8455 -1.4175 -3.5149 0.0 0.1 0.0 0.46
H 2.3446 8.2509 -3.7107 0.0 0.0 0.1 0.42
H -0.4195 0.9484 3.6508 0.0 -0.1 0.1 0.62
H -4.5481 -3.2531 0.2620 0.1 0.0 0.0 0.57
H 2.2624 -0.3885 -1.3313 0.0 0.0 -0.1 0.28
H 0.2823 -7.8023 2.6220 0.0 0.1 0.0 0.45
H 2.9090 -0.0137 -5.5531 0.0 0.0 0.1 0.43
H 4.3820 5.7856 1.0092 0.0 0.3 0.1 0.28
H -2.8735 -2.1910 -4.1549 0.0 0.0 0.0 0.51
H -2.9806 -4.2369 1.6575 -0.1 0.0 0.0 0.28
H -2.2796 -5.7774 -0.1399 0.0 0.0 0.1 0.49
H -0.0040 0.8531 -3.2575 -0.1 -0.1 0.0 0.78
H 4.6206 8.3095 -2.7463 0.0 0.0 0.0 0.40
H -0.4826 -6.2773 4.4346 0.0 -0.1 0.0 0.50
H -4.1716 -3.1760 -2.1590 0.1 0.1 0.1 0.50
```
Positions in Å, forces in eV/Å.

Calculated values
HOMO (alpha / beta): -12.78 / -12.81 eV
energy: -140448.31443 eV
spin multiplicity: 4
⟨S²⟩: 3.9648
LUMO energy (alpha / beta): -0.2657 / -0.2703 Eh
max |F|: 1.36 eV/A
total charge: +2
M: 860.70 g mol⁻¹



[3]
# C40H28F10FeN9O

C40H28F10FeN9O as an isolated structure in a non-equilibrium geometry (the ωB97M-V functional and the def2-TZVPD basis, the OMol25 dataset).

The geometry in XYZ format:
```
89
Properties=species:S:1:pos:R:3:forces:R:3:mulliken_charge:R:1
Fe 13.7853 10.6221 11.3551 -0.6 0.0 0.1 1.13
F 17.7968 12.1519 8.3315 0.3 -0.4 0.8 -0.52
F 13.7225 13.6316 10.9369 -0.3 -0.3 1.1 0.03
F 13.2996 15.9384 15.7812 -0.2 -0.3 -1.2 -0.35
F 18.5329 14.9179 13.1598 -0.9 -1.3 -0.4 -0.35
F 19.9608 13.2885 9.2214 -0.3 -0.1 0.2 -0.33
F 13.8053 16.1400 11.0591 0.2 0.2 -0.1 -0.32
F 13.6377 17.4998 13.6618 -0.1 -0.8 -0.7 -0.34
F 20.1144 14.6731 11.3407 -0.4 -0.3 -0.1 -0.34
F 16.6493 13.2803 13.9198 0.2 -0.1 -0.5 -0.38
F 13.0118 13.4275 15.7081 0.1 -0.1 0.4 -0.40
O 11.6273 9.9448 11.6181 -0.8 -0.3 0.1 -0.06
N 10.4889 10.0925 8.8864 -0.1 -1.1 0.0 -0.43
N 13.1865 11.9161 13.1125 0.2 -0.3 -0.3 2.14
N 11.4918 7.9995 9.3541 -0.3 -0.9 0.8 -0.33
N 10.6547 10.7627 11.8864 1.0 0.3 -0.2 0.68
N 15.8374 11.0864 12.3224 -1.5 -0.7 0.4 1.57
N 14.8401 12.0352 8.8117 1.8 0.5 0.0 -0.46
N 15.5744 10.0766 9.8303 -1.0 0.7 -0.4 -0.33
N 12.7831 10.8604 9.4319 0.5 0.9 -1.7 -0.11
N 13.8461 9.1701 13.1289 -0.7 -0.3 0.4 1.08
C 13.4786 16.1607 13.4323 0.3 0.5 0.0 0.45
C 12.6605 11.1149 14.2402 0.2 0.4 -0.2 -2.31
C 13.6404 15.4976 12.2088 -0.3 1.2 1.5 0.50
C 13.5159 7.7880 12.6453 1.0 0.9 0.2 -1.17
C 10.2442 6.4058 10.7117 1.5 -0.4 -0.4 -0.26
C 16.5261 12.0388 11.8878 1.6 0.7 -1.1 0.06
C 15.1526 9.2481 13.7019 2.5 0.3 2.2 -1.37
C 11.5387 10.8325 8.7387 1.0 -0.9 2.0 -0.69
C 8.7102 11.3029 13.0853 -1.4 -1.0 0.7 -1.07
C 10.4972 12.3229 6.8738 -1.1 -1.2 0.9 -0.14
C 10.4344 8.8093 9.4799 0.8 2.1 -0.7 0.19
C 10.7733 12.0571 11.5628 -0.6 1.8 1.2 -0.39
C 13.5684 14.1408 12.2265 0.2 -1.5 -1.8 -0.55
C 18.1566 13.8727 12.3201 1.5 2.0 1.1 0.35
C 16.6486 12.2556 10.3884 -1.2 0.3 0.0 -0.58
C 17.1983 13.0416 12.6843 -0.8 -0.3 1.6 -0.25
C 13.6328 11.7706 8.6995 -4.1 -0.8 -0.2 -0.25
C 19.0385 13.8471 11.2082 0.5 0.8 -0.5 0.34
C 11.4937 11.8949 7.7523 0.9 1.4 -1.1 0.73
C 9.2281 8.4587 10.0766 0.0 -1.7 0.3 0.00
C 9.1312 7.2107 10.7214 -0.8 0.8 -0.6 -0.86
C 13.3131 13.2526 13.3137 0.2 -0.4 -0.3 -1.21
C 16.5062 9.3282 10.4183 1.7 -2.6 1.0 -0.42
C 10.7591 13.3328 5.9680 0.0 -0.8 0.0 -0.69
C 13.2952 15.3464 14.5290 0.5 2.5 1.8 0.26
C 15.8922 10.6273 13.6910 -1.1 0.4 0.2 -1.33
C 8.9102 12.6382 12.9485 0.0 1.6 -0.4 -0.65
C 17.8826 9.5367 10.4976 0.3 1.9 0.3 -0.67
C 12.0605 13.7971 5.8586 -0.4 1.8 -0.1 -0.68
C 12.7633 12.4760 7.7084 -0.5 0.0 -0.2 0.30
C 18.6417 10.7586 10.3224 -0.4 -1.5 -1.4 -1.49
C 9.5754 10.3744 12.5716 -0.1 -0.7 0.9 -0.16
C 11.3790 6.8289 9.9875 -0.3 0.2 0.2 -0.62
C 13.2395 14.0088 14.5156 -0.6 -1.9 -0.6 0.60
C 13.0344 13.4753 6.7864 -0.1 -1.1 -0.4 -0.41
C 9.9672 13.0353 12.1871 1.0 -2.4 -1.5 -1.31
C 15.6828 11.3530 9.6601 -0.1 0.4 0.4 -0.98
C 12.8054 9.5775 14.1267 -0.5 -0.8 -0.8 -0.94
C 18.9362 13.1370 10.0958 1.6 -0.1 -0.8 -0.31
C 18.0412 12.0126 9.7936 -0.4 -0.3 0.5 2.55
H 14.3735 7.4172 12.0836 -0.1 0.1 -0.2 0.39
H 10.1926 14.0285 11.9694 0.2 1.5 -0.2 0.68
H 8.1724 6.8482 11.1250 0.5 0.3 0.0 0.37
H 14.0083 13.8725 6.6711 0.9 0.4 0.1 0.60
H 10.3286 5.4222 11.1622 -0.4 0.1 0.1 0.42
H 12.2451 14.5924 5.1237 0.2 -0.4 0.2 0.33
H 9.5112 11.7982 6.9226 0.9 0.7 0.0 0.40
H 13.0842 11.4959 15.1801 -0.3 -0.6 -0.2 0.99
H 15.3907 11.3200 14.3864 0.3 -0.1 -0.3 0.20
H 8.2806 13.4427 13.2941 -0.4 -0.4 0.5 0.46
H 12.9087 9.0830 15.1645 0.4 0.7 -1.4 0.44
H 11.5812 11.2421 14.2384 -0.4 0.4 0.6 0.54
H 15.1427 8.9158 14.7962 0.1 0.1 -1.2 0.28
H 13.3570 7.0956 13.4702 -0.2 -0.1 0.3 0.37
H 15.8922 8.6703 13.1644 -0.3 -0.8 -0.3 0.46
H 8.3891 9.0868 9.8817 -0.4 0.4 0.3 0.57
H 16.9700 10.5634 13.9524 -0.7 -0.4 0.2 0.68
H 7.8397 10.9580 13.6286 0.1 -0.2 0.1 0.39
H 18.5403 8.7118 10.7847 -0.6 -0.1 0.1 0.34
H 16.1332 8.3120 10.7370 0.5 1.0 -0.6 0.42
H 11.5891 12.3624 10.9519 0.5 -0.3 -0.4 0.56
H 11.8957 9.1034 13.6595 0.6 0.9 0.8 0.03
H 9.5213 9.3316 12.8627 0.1 0.1 -0.4 0.52
H 12.2538 6.1706 9.9701 -0.2 0.2 -0.2 0.40
H 12.6550 7.8746 12.0016 -0.3 -0.2 0.0 0.05
H 9.9583 13.6855 5.3305 0.2 0.0 -0.2 0.40
H 19.7319 10.5442 10.1402 -1.1 0.8 0.3 0.31
H 16.2899 13.3030 10.2436 0.5 -0.7 -0.5 1.25
```
Positions in Å, forces in eV/Å.

Calculated values
HOMO (alpha / beta): -3.73 / -3.72 eV
energy: -118949.74348 eV
spin multiplicity: 5
⟨S²⟩: 6.0118
LUMO energy (alpha / beta): 0.0793 / 0.0789 Eh
max |F|: 4.16 eV/A
total charge: -1
M: 896.55 g mol⁻¹